Entry 1:
C41H83Cl2N4O27S | ωB97M-V/def2-TZVPD

Geometry as XYZ:
```
158
Properties=species:S:1:pos:R:3:forces:R:3:mulliken_charge:R:1
C -2.31913 0.16359 5.88189 0.32 -0.45 -0.37 -1.51
C -2.97518 0.30676 4.51765 0.75 0.51 0.15 0.08
Cl -4.75602 0.21045 4.64338 0.45 -0.03 0.09 -0.25
C -2.41099 -0.64245 3.44221 -1.31 -0.07 -0.14 -0.67
Cl -3.07580 -0.02498 1.87128 -0.27 -0.14 0.42 -0.19
C -2.85542 -2.12409 3.62772 0.86 -0.25 -0.44 -0.63
N -3.00010 -2.77458 2.28533 0.00 0.06 0.82 -0.32
C -1.97096 -3.69638 2.16390 -1.14 0.33 0.24 0.27
N -1.50615 -4.06400 1.00190 0.23 -0.70 0.25 -0.07
C -0.41560 -5.05238 0.90494 0.05 0.52 -0.77 -0.26
C 0.19713 -5.07488 -0.51054 0.56 -0.49 0.39 -0.57
C 1.66588 -4.59563 -0.49562 -1.17 0.19 0.59 -0.75
S 2.74544 -5.76225 0.38137 0.36 -0.26 -0.23 -0.20
N -1.54631 -4.09644 3.35420 1.30 0.48 -0.07 -0.16
C -1.87461 -3.08969 4.41276 -0.84 -0.03 -0.86 0.02
C -0.58608 -2.52682 5.00620 0.30 -0.42 0.76 -0.80
C -0.26606 -3.04518 6.43488 0.11 -0.19 -0.79 -1.16
C -0.60666 -4.52434 6.63582 -0.13 0.36 0.66 -0.08
C 0.08570 -5.13867 7.86475 -0.90 -0.52 -0.49 -0.63
C -0.71327 -6.36455 8.35498 0.61 -0.07 -0.49 -0.88
N -1.10063 -7.22256 7.21416 -0.05 0.39 0.32 -0.51
H -1.23962 0.27476 5.74824 -0.03 0.15 0.07 0.48
H -2.63773 0.93486 6.57580 -0.25 -0.11 0.03 0.49
H -2.48067 -0.83992 6.28088 -0.18 0.15 0.28 0.24
H -2.76178 1.31329 4.16025 -0.15 0.01 -0.05 0.47
H -1.33342 -0.52122 3.35135 0.02 -0.03 0.11 0.74
H -3.81763 -2.17922 4.12726 -0.07 0.40 -0.07 0.81
H -3.93067 -3.17522 2.26419 0.08 -0.16 -0.78 0.31
H -1.91389 -3.66673 0.16852 -0.08 0.03 0.04 0.34
H -0.77639 -6.04186 1.17785 -0.06 0.07 0.23 0.26
H 0.35899 -4.70777 1.59199 -0.02 -0.26 0.20 0.13
H -0.40643 -4.49407 -1.21025 0.04 -0.04 -0.08 0.25
H 0.22901 -6.11625 -0.82756 -0.29 0.08 -0.32 0.31
H 1.67813 -3.61160 -0.02263 0.41 0.07 -0.16 0.35
H 2.02960 -4.51681 -1.51670 0.26 -0.02 0.07 0.37
H 2.37962 -5.61570 1.66657 -0.19 0.28 -0.20 0.13
H -0.61536 -4.48774 3.43398 -0.15 -0.28 -0.03 0.30
H -2.50636 -3.64365 5.10275 0.32 0.26 0.51 0.42
H -0.58541 -1.44330 5.02635 -0.04 -0.02 -0.09 0.06
H 0.26720 -2.81017 4.38260 -0.16 0.05 -0.24 0.62
H 0.81037 -2.91950 6.56753 -0.05 0.24 0.23 0.41
H -0.79794 -2.42154 7.15448 0.13 -0.11 0.21 0.31
H -1.68006 -4.60125 6.82900 -0.04 -0.16 -0.21 0.22
H -0.39760 -5.12828 5.75175 0.01 0.03 -0.06 0.16
H 0.10525 -4.38527 8.65208 0.37 -0.10 0.12 0.32
H 1.08423 -5.49680 7.60860 0.20 0.41 0.10 0.36
H -0.06637 -6.93271 9.03003 -0.26 0.19 0.41 0.38
H -1.61689 -6.03664 8.86667 -0.01 -0.07 0.07 0.43
H -0.27717 -7.72125 6.89786 -0.11 -0.17 -0.04 0.20
H -1.76930 -7.90460 7.54872 0.08 -0.17 -0.16 0.23
C -3.24244 5.26312 -1.61790 0.08 0.07 -0.19 -0.63
O -3.15006 4.71330 -0.29544 0.02 -0.01 0.03 -0.23
C -4.29002 4.21548 0.18210 0.11 0.04 -0.06 0.76
O -5.34836 4.19284 -0.38620 -0.05 0.00 0.01 -0.55
O -4.04977 3.74086 1.40663 0.07 -0.06 0.11 -0.32
C -5.18432 3.16427 2.05687 -0.08 -0.12 0.16 -0.64
H -2.24983 5.62499 -1.86898 0.03 -0.03 0.12 0.17
H -3.54037 4.49577 -2.32985 -0.09 0.01 0.04 0.30
H -3.94345 6.09418 -1.64467 -0.06 -0.05 -0.01 0.31
H -5.56036 2.30992 1.49560 -0.07 0.08 -0.08 0.33
H -5.97364 3.90053 2.19636 -0.02 0.00 -0.12 0.39
H -4.83963 2.82159 3.02911 0.10 0.06 -0.02 0.08
C 7.20138 -1.32629 -3.54428 0.09 0.22 -0.20 -0.51
O 7.51100 -2.32554 -2.56611 0.01 0.01 0.00 -0.35
C 6.45041 -2.91476 -2.03116 0.16 0.02 -0.01 0.80
O 5.29838 -2.67779 -2.29777 -0.17 0.02 -0.01 -0.53
O 6.86825 -3.81536 -1.14231 0.00 -0.01 0.01 -0.35
C 5.80447 -4.51726 -0.50077 -0.02 -0.14 0.15 -0.58
H 8.14669 -0.92695 -3.89947 0.07 -0.12 0.08 0.19
H 6.66159 -1.76355 -4.38187 -0.08 0.00 0.06 0.27
H 6.61871 -0.52192 -3.09821 -0.09 -0.07 0.00 0.24
H 5.21870 -5.07201 -1.23103 -0.05 0.08 -0.01 0.27
H 5.16599 -3.82774 0.04786 -0.06 0.01 -0.09 0.29
H 6.25614 -5.21668 0.19715 0.15 0.05 -0.05 0.27
C -3.59858 11.67468 0.25608 0.11 0.20 -0.01 -0.63
O -4.41991 10.72511 0.94090 -0.01 0.00 0.02 -0.34
C -4.67395 9.61956 0.24577 0.00 0.04 0.08 0.80
O -4.27776 9.37390 -0.86376 0.03 -0.03 -0.04 -0.55
O -5.44168 8.82389 0.99130 -0.02 0.00 0.02 -0.35
C -5.78998 7.59760 0.34948 -0.16 -0.24 0.02 -0.18
H -3.47413 12.51627 0.93098 -0.08 -0.07 0.08 0.22
H -2.62445 11.24604 0.02842 -0.04 -0.04 -0.08 0.30
H -4.08305 12.01256 -0.65788 0.03 -0.08 -0.04 0.29
H -4.89690 7.02069 0.12039 0.02 0.06 -0.07 -0.11
H -6.36208 7.78379 -0.55744 0.11 0.00 -0.06 0.32
H -6.40643 7.03602 1.04568 0.02 0.13 0.11 0.22
C 12.37102 0.03719 -7.26023 0.20 -0.10 0.02 -0.62
O 11.52856 1.05118 -7.81320 0.00 0.01 -0.01 -0.32
C 10.26212 0.99363 -7.41049 0.05 0.07 -0.07 0.82
O 9.79875 0.18480 -6.64831 -0.05 -0.04 0.07 -0.54
O 9.59393 1.98564 -7.99655 0.00 0.01 -0.01 -0.31
C 8.20865 2.04750 -7.65385 -0.19 0.09 -0.02 -0.62
H 13.36234 0.20407 -7.67078 -0.05 0.10 -0.06 0.22
H 12.41020 0.11977 -6.17572 -0.08 -0.05 0.00 0.29
H 12.02168 -0.95213 -7.54945 -0.07 0.01 0.07 0.29
H 8.08381 2.20964 -6.58465 0.01 -0.09 0.01 0.28
H 7.69619 1.13643 -7.95797 0.03 -0.04 0.08 0.28
H 7.79486 2.89211 -8.19674 0.12 0.02 -0.04 0.22
C -7.64413 -0.22214 3.46688 0.07 0.00 -0.01 -0.54
O -8.86584 -0.87780 3.79788 0.04 -0.04 0.02 -0.39
C -9.91204 -0.47368 3.06901 -0.08 -0.05 0.05 0.73
O -9.87901 0.35847 2.20263 0.03 0.03 -0.03 -0.53
O -10.98263 -1.15120 3.46983 0.03 -0.03 0.02 -0.33
C -12.18680 -0.81698 2.77134 -0.24 -0.02 -0.04 -0.63
H -6.88003 -0.63281 4.11843 -0.37 -0.18 0.01 0.25
H -7.36973 -0.41633 2.42997 -0.05 0.10 -0.03 0.33
H -7.72212 0.85108 3.63757 -0.03 0.01 -0.10 0.37
H -12.08726 -1.03458 1.70984 0.05 0.08 -0.01 0.30
H -12.43633 0.23181 2.91809 0.07 0.02 -0.07 0.30
H -12.97011 -1.43753 3.19580 0.09 -0.05 0.08 0.22
C 4.27105 1.40815 1.27194 0.26 0.06 0.05 -0.56
O 2.99150 0.84512 1.60048 -0.06 -0.04 -0.01 -0.32
C 1.99589 1.29132 0.84056 0.11 -0.04 0.12 0.65
O 2.08637 2.08721 -0.05378 0.07 -0.04 -0.12 -0.53
O 0.86020 0.70613 1.23476 -0.08 -0.06 0.05 -0.09
C -0.28227 1.12852 0.47710 -0.27 -0.10 -0.07 0.10
H 4.98647 0.96690 1.95943 -0.11 -0.07 0.05 0.22
H 4.54776 1.15626 0.25024 -0.07 0.06 -0.03 0.23
H 4.25960 2.48846 1.40149 -0.06 0.01 -0.10 0.30
H -0.15271 0.88045 -0.57608 0.06 0.11 0.00 0.30
H -0.44626 2.19960 0.58899 0.06 0.00 -0.06 0.32
H -1.13935 0.58886 0.87808 0.51 0.17 -0.14 -0.54
C 0.97642 -4.24753 -5.08100 0.24 0.09 -0.01 -0.70
O -0.16564 -4.96026 -4.58330 0.06 0.01 0.15 -0.30
C -1.31736 -4.62752 -5.16852 0.04 -0.07 0.00 0.77
O -1.45888 -3.81367 -6.03827 -0.02 0.04 -0.02 -0.53
O -2.28882 -5.35852 -4.61361 -0.01 0.01 0.09 -0.33
C -3.58813 -5.10748 -5.15879 -0.21 -0.05 -0.01 -0.64
H 1.83688 -4.61502 -4.52764 -0.09 -0.11 0.05 0.24
H 1.12163 -4.44930 -6.13962 -0.08 0.09 -0.02 0.36
H 0.87508 -3.17644 -4.91442 -0.08 0.01 -0.13 0.32
H -3.61157 -5.34651 -6.21974 0.04 0.09 -0.02 0.30
H -3.87685 -4.06958 -5.00294 0.06 0.02 -0.09 0.31
H -4.27640 -5.75883 -4.62772 0.10 -0.05 0.06 0.21
C 4.73454 7.67110 -1.65966 0.17 0.11 -0.08 -0.62
O 3.33347 7.49482 -1.43958 -0.02 0.01 -0.01 -0.35
C 3.02092 6.40995 -0.73365 -0.04 0.06 -0.03 0.78
O 3.80062 5.60780 -0.28873 0.03 -0.02 0.03 -0.53
O 1.69591 6.36743 -0.60240 -0.03 0.03 0.01 -0.31
C 1.22159 5.23959 0.13675 -0.23 -0.13 0.06 -0.41
H 4.84214 8.58226 -2.24063 -0.13 0.01 0.01 0.22
H 5.26120 7.78130 -0.71359 0.00 -0.10 0.01 0.29
H 5.14337 6.83351 -2.22175 0.00 -0.05 0.08 0.29
H 1.61852 5.25382 1.15124 0.08 -0.05 -0.04 0.31
H 1.49043 4.31121 -0.35889 0.13 0.01 0.05 0.15
H 0.13771 5.32370 0.17720 0.02 0.17 -0.07 0.19
C 2.62275 0.48800 -8.38461 -0.01 0.01 -0.22 -0.63
O 2.97858 1.04534 -7.11576 0.02 0.02 -0.01 -0.35
C 2.62438 0.30179 -6.07157 0.06 0.07 -0.03 0.81
O 2.05419 -0.75772 -6.12051 -0.03 -0.07 0.06 -0.54
O 3.01137 0.93134 -4.96268 0.00 0.03 -0.01 -0.28
C 2.69273 0.24184 -3.75473 0.05 -0.08 0.29 -0.52
H 2.96756 1.19143 -9.13655 0.04 0.07 0.10 0.22
H 3.11460 -0.47130 -8.53379 -0.07 -0.04 0.06 0.30
H 1.54360 0.37332 -8.46427 0.01 -0.08 0.05 0.30
H 3.18800 -0.72832 -3.72270 -0.07 -0.03 -0.04 0.28
H 1.61449 0.12041 -3.65578 0.00 -0.07 -0.06 0.24
H 3.05918 0.85699 -2.93721 0.02 0.11 -0.10 0.17
```
Forces are in eV/Å.

Values from the calculation:
HOMO-LUMO gap = 9.13 eV
E_tot = -5180.9571 a.u.
HOMO = -11.7 eV
2S+1 = 1
LUMO = -2.6 eV
Net charge = +1
Max |F| = 0.0270 Eh/bohr

---

Entry 2:
C17H40ErNOP3 | ωB97M-V/def2-TZVPD

Geometry as XYZ:
```
63
Properties=species:S:1:pos:R:3:forces:R:3:mulliken_charge:R:1
Er 0.23048 -0.60221 0.15569 -1.21 0.14 3.47 0.53
P -1.11640 -1.24196 2.52092 -0.95 -0.33 1.44 0.77
P -0.19129 -2.59080 -1.57443 -0.53 -2.41 -1.79 0.89
P -1.67532 1.40314 -0.01074 -1.34 1.64 -0.10 0.81
H 3.87849 2.15347 2.27298 -0.25 0.31 0.26 0.34
C 3.01959 2.75629 2.59429 -0.45 -0.34 0.14 -0.60
C 2.23710 2.38958 3.62376 0.01 -0.05 -0.61 -0.61
H 2.42357 1.47322 4.19914 0.05 0.44 -0.14 0.36
C -0.26421 -2.32666 3.72254 0.33 -0.09 -0.16 -1.29
C -2.64706 -2.20161 2.22455 0.06 -0.06 -0.40 -1.15
C -1.73152 0.06248 3.64539 0.20 0.33 -0.11 -1.15
C 0.86418 -2.57180 -3.07125 0.16 0.07 -0.09 -1.53
C 0.11260 -4.27409 -0.90055 0.26 0.24 0.52 -1.27
C -1.86250 -2.80201 -2.29340 -0.27 0.61 0.24 -1.31
C -1.41851 2.84632 1.09576 0.55 -0.10 0.29 -1.32
C -3.46765 1.10865 0.24321 -0.01 -0.55 -0.02 -1.24
C -1.72887 2.25395 -1.63070 0.32 -0.29 -0.31 -1.26
H 2.83637 3.68017 2.03250 0.11 -0.33 0.32 0.29
H 1.37571 2.99475 3.93414 0.47 -0.18 -0.06 0.28
H 0.57198 -1.79654 4.19878 -0.19 -0.16 -0.08 0.38
H 0.11339 -3.23097 3.22597 -0.06 0.13 0.21 0.37
H -0.98385 -2.62311 4.49901 0.24 0.07 -0.21 0.46
H -2.42163 -3.07508 1.59694 -0.19 0.11 0.19 0.34
H -3.39729 -1.58322 1.71511 0.12 -0.19 0.13 0.31
H -3.04536 -2.54524 3.18894 0.06 0.09 -0.27 0.44
H -0.89975 0.71758 3.93619 -0.24 -0.08 0.02 0.29
H -2.14512 -0.41217 4.54572 0.08 0.11 -0.25 0.49
H -2.51171 0.66736 3.16726 0.20 -0.16 0.16 0.28
H 0.59860 -3.44863 -3.68264 0.13 0.28 0.17 0.53
H 1.92694 -2.64124 -2.79438 -0.23 -0.02 -0.16 0.45
H 0.69438 -1.66201 -3.66677 -0.02 -0.32 0.10 0.48
H -0.24734 -5.03194 -1.61228 0.12 0.32 0.14 0.43
H -0.42473 -4.39533 0.05143 0.13 -0.09 -0.27 0.37
H 1.18690 -4.42056 -0.72105 -0.28 -0.06 -0.04 0.41
H -1.85667 -3.64867 -2.99537 0.12 0.25 0.23 0.47
H -2.15770 -1.88679 -2.82437 -0.03 -0.28 0.05 0.40
H -2.59136 -2.99775 -1.49509 0.13 0.02 -0.23 0.41
H -1.75318 3.75697 0.57886 0.06 -0.30 0.20 0.49
H -0.35212 2.94795 1.34478 -0.29 0.16 0.02 0.26
H -1.98657 2.72533 2.02734 0.20 0.04 -0.24 0.40
H -4.02745 1.99363 -0.09382 0.22 -0.23 0.14 0.43
H -3.69396 0.91545 1.30010 0.03 0.06 -0.32 0.37
H -3.78542 0.24212 -0.35227 -0.09 0.23 0.14 0.38
H -2.32285 3.17222 -1.51867 0.14 -0.32 -0.08 0.51
H -2.19710 1.60283 -2.37958 0.09 0.20 0.07 0.40
H -0.71643 2.51313 -1.96636 -0.25 0.02 0.00 0.29
C 2.02058 1.15240 -2.14027 0.22 0.61 -1.29 1.19
C 2.31933 0.71889 -3.42110 -0.31 0.39 -0.05 -0.88
C 2.49702 1.70856 -4.39943 0.29 -0.19 0.35 -0.78
C 2.43020 3.05923 -4.04858 -0.09 0.14 -0.08 -0.68
C 2.20268 3.45076 -2.72465 0.39 -0.37 0.15 -0.50
C 2.05135 2.47370 -1.73087 -0.44 0.00 -0.25 -0.52
O 1.44880 0.22945 -1.23419 0.30 -2.36 -1.40 0.05
H 1.16395 -0.70951 -1.68891 1.65 2.65 -0.44 0.13
H 2.36697 -0.35295 -3.63575 0.00 0.50 -0.15 0.70
H 2.69459 1.41021 -5.42664 0.02 0.12 0.21 0.44
H 2.56959 3.82436 -4.81877 -0.12 -0.33 0.30 0.43
H 2.14862 4.50594 -2.45552 0.15 -0.30 -0.09 0.46
H 1.89535 2.70468 -0.67781 -0.09 0.19 -0.22 0.53
N 2.19191 -1.08695 1.44138 0.11 0.09 -0.11 -0.77
H 2.35743 -0.38285 2.17275 0.09 -0.20 -0.16 0.16
H 3.01583 -1.07307 0.82838 -0.06 -0.01 0.39 0.33
H 2.17645 -1.99905 1.90241 0.17 0.16 0.07 0.33
```
Forces are in eV/Å.

Values from the calculation:
HOMO-LUMO gap (alpha / beta) = 7.47 / 7.60 eV
E_tot = -2839.9223 a.u.
HOMO (alpha / beta) = -17.5 / -17.5 eV
2S+1 = 4
LUMO (alpha / beta) = -10.1 / -9.9 eV
Net charge = +3
Max |F| = 0.0715 Eh/bohr

---

Entry 3:
C22H19AsBrCuN4O8 | ωB97M-V/def2-TZVPD

Geometry as XYZ:
```
56
Properties=species:S:1:pos:R:3:forces:R:3:mulliken_charge:R:1
Cu -2.14797 1.10642 1.00930 0.13 0.15 0.04 0.20
O 0.41310 4.34358 1.78543 0.01 -0.03 -0.05 -0.80
C -0.63228 3.72671 1.50990 -0.03 0.04 0.04 0.90
O -0.78252 2.47916 1.66538 -0.08 -0.10 -0.06 -0.63
C -1.79174 4.55480 0.95735 -0.01 -0.03 0.01 -0.11
C -1.65069 5.91523 1.02793 0.01 -0.04 0.00 -0.36
C -2.62793 6.79457 0.54184 -0.03 0.02 0.02 -0.40
C -3.78706 6.29614 -0.03456 0.01 0.03 -0.02 -0.34
C -3.96246 4.94076 -0.09198 0.02 -0.04 0.01 -0.03
C -2.98117 3.96383 0.35840 0.06 0.04 0.01 0.61
O -3.15990 2.74555 0.16795 -0.08 -0.05 -0.03 -0.88
N -5.22587 4.48993 -0.66342 -0.02 0.06 0.05 0.92
O -5.79840 3.55139 -0.15174 0.01 -0.03 -0.01 -0.55
O -5.67747 5.12123 -1.61671 0.01 -0.03 -0.01 -0.63
N -2.44602 8.21147 0.63669 0.02 -0.03 -0.06 1.02
O -1.41850 8.64424 1.14706 -0.01 0.00 0.02 -0.67
O -3.32389 8.95274 0.19514 -0.01 0.00 0.02 -0.69
H -0.73986 6.29852 1.46438 -0.01 0.01 0.00 0.55
H -4.54378 6.96079 -0.42252 0.00 0.00 0.00 0.52
Br 3.52785 -0.61991 -3.30731 0.01 0.00 0.00 -0.24
C 2.83625 0.51723 -1.91876 -0.06 -0.03 0.10 0.22
C 3.15507 1.86224 -1.96180 -0.01 0.05 0.04 -0.55
C 2.65949 2.65136 -0.93134 0.07 -0.04 -0.12 -0.34
C 1.87864 2.07511 0.05520 -0.11 0.02 0.04 -0.78
C 1.60584 0.71805 -0.03457 0.09 0.09 -0.04 0.07
N 2.09748 -0.06375 -1.00623 0.02 -0.01 0.01 0.04
H 3.75680 2.26287 -2.76443 0.01 0.01 0.01 0.37
H 2.86790 3.71363 -0.90438 0.01 0.00 0.00 0.44
H 1.45532 2.67065 0.85630 0.02 -0.03 0.01 0.43
H 0.96464 0.24941 0.70247 -0.02 -0.04 -0.05 0.27
C 0.62650 -2.57222 0.88188 -0.01 -0.01 0.00 -1.14
As 0.00255 -2.89656 -0.94265 -0.05 0.05 -0.03 0.32
C -1.08873 -4.47834 -0.54505 0.01 -0.03 -0.02 -1.03
C 1.62563 -3.83544 -1.64472 0.07 0.01 -0.02 -1.05
C 2.20202 -4.90581 -0.78477 -0.01 0.02 -0.02 0.63
C 3.15034 -4.60519 0.19536 0.00 0.00 0.00 -0.17
C 3.66675 -5.59157 1.02113 0.00 0.00 0.00 -0.69
C 3.24878 -6.90934 0.88792 0.00 0.00 0.00 -0.40
C 2.30919 -7.22552 -0.08337 0.00 0.01 0.00 -0.56
C 1.79484 -6.23510 -0.90773 0.00 -0.01 0.01 -0.30
H 0.83049 -3.50414 1.40990 0.00 0.00 -0.01 0.45
H -0.15815 -2.01532 1.39364 0.00 0.00 0.02 0.39
H 1.52923 -1.96423 0.83880 0.00 -0.01 0.02 0.20
H -0.53960 -5.21205 0.04719 0.00 0.00 0.00 0.31
H -1.41760 -4.93575 -1.48033 -0.01 -0.01 0.01 0.31
H -1.96265 -4.14824 0.01713 -0.01 0.01 0.02 0.27
H 2.34685 -3.03439 -1.81300 -0.01 -0.01 0.01 0.10
H 1.33740 -4.23022 -2.62119 -0.01 -0.01 0.00 0.53
H 3.47908 -3.57862 0.30719 0.00 0.00 0.00 0.32
H 4.39818 -5.32821 1.77585 0.00 0.00 0.00 0.36
H 3.64893 -7.67969 1.53557 0.00 0.00 0.00 0.36
H 1.97061 -8.24848 -0.19866 0.00 0.00 0.00 0.35
H 1.05729 -6.49039 -1.66017 0.00 0.00 0.00 0.32
O -3.23922 -2.94059 1.63663 -0.01 -0.02 0.05 -0.73
C -2.86519 -1.82115 1.37583 0.00 0.00 -0.13 0.89
N -2.47443 -0.74735 1.08669 -0.01 0.02 0.10 -0.61
```
Forces are in eV/Å.

Values from the calculation:
HOMO-LUMO gap = 6.08 eV
E_tot = -8120.9610 a.u.
HOMO = -2.3 eV
2S+1 = 1
Energy relative to the best compared isomer or geometry (same formula, charge and spin) = 0.059 eV
LUMO = 3.8 eV
Net charge = -2
Max |F| = 0.0039 Eh/bohr